This record from the Open Molecules 2025 dataset describes C4H9NO in the gas phase. The level of theory is ωB97M-V/def2-TZVPD.

Geometry (Å):
C (-1.87641, -1.30493, 0.42399)
C (-1.74593, 0.00017, 0.60454)
O (-0.52347, 0.53507, 0.98852)
N (0.41306, 0.04594, 0.00240)
C (0.43361, 1.01312, -1.07288)
C (1.72121, -0.21236, 0.55459)
H (-1.04579, -1.94257, 0.70718)
H (-2.72233, -1.75102, -0.07911)
H (-2.50901, 0.73971, 0.35652)
H (0.86382, 0.52571, -1.95292)
H (1.00711, 1.92369, -0.83608)
H (-0.59806, 1.28862, -1.30813)
H (2.30416, 0.68518, 0.82283)
H (1.64202, -0.87622, 1.41838)
H (2.26299, -0.74603, -0.23775)

Cartesian forces, eV/Å:
0.0 0.1 0.1
-0.1 -0.3 -0.2
0.1 -0.1 -0.1
0.2 0.0 -0.2
0.0 0.1 -0.2
0.1 0.0 0.1
-0.1 0.0 -0.2
-0.2 0.1 0.3
0.2 -0.1 0.2
0.0 0.1 0.1
-0.1 -0.1 0.0
0.2 0.0 -0.1
-0.2 0.0 0.1
0.0 0.1 -0.1
0.0 0.1 0.2

Properties
* HOMO: -8.56 eV
* multiplicity: 1
* structure (SMILES): C=CON(C)C
* LUMO: 1.11 eV

This record from the Open Molecules 2025 dataset describes 2 unconnected molecules or ions with the total composition C4H9NO at a distorted geometry. The level of theory is ωB97M-V/def2-TZVPD.

Geometry (Å):
C (0.76803, -1.66717, 2.09452)
C (0.92754, -1.33172, 0.82172)
C (-0.10863, -0.51901, 0.09422)
C (-1.16523, 0.02923, 0.73809)
N (0.07613, -0.42153, -1.29102)
H (1.49500, -2.25330, 2.64120)
H (-0.09850, -1.44929, 2.74239)
H (1.92569, -1.44982, 0.42475)
H (-0.93519, 0.47476, 1.69818)
H (-2.04375, 0.37191, 0.19710)
H (-0.72007, -0.02651, -1.80080)
H (0.47610, -1.19605, -1.82160)
O (0.05947, 2.97780, -2.43046)
H (-0.65028, 2.55716, -1.92801)
H (-0.00630, 3.90354, -2.18029)

Cartesian forces, eV/Å:
-0.5 -0.5 1.1
-0.3 1.7 0.6
0.2 -0.8 -0.4
0.8 0.7 -0.4
-0.8 -0.4 -0.4
0.4 0.2 -0.2
0.1 -0.1 -0.9
-0.1 -0.3 -0.6
-0.6 -0.6 0.4
0.3 0.2 0.0
0.5 -0.1 0.4
-0.1 0.2 0.6
-0.3 -0.1 0.1
0.2 0.0 0.0
0.1 0.1 0.0

Properties
* HOMO: -8.09 eV
* multiplicity: 1
* structure (SMILES): C=CC(=C)N.O
* LUMO: 0.79 eV

This record from the Open Molecules 2025 dataset describes a molecular structure, C4H9NO at a distorted geometry. The level of theory is ωB97M-V/def2-TZVPD.

Geometry (Å):
C (0.49000, -1.03436, 0.23456)
C (-0.78039, -0.10611, -0.00723)
C (-2.08023, -0.14708, -0.47926)
C (-0.19844, 1.24202, 0.47082)
H (2.25642, -1.10716, -0.19960)
H (1.51605, -0.27665, -1.34818)
H (0.27079, -1.10618, 1.34839)
H (0.50784, -2.21973, -0.18191)
H (-2.97545, 0.66465, -0.58251)
H (-2.66200, -1.14162, -0.49033)
H (0.32412, 0.71438, 1.51554)
H (-0.96541, 2.09824, 0.56982)
H (1.85252, 1.15743, -0.01779)
N (1.68761, -0.35383, -0.35878)
O (0.75659, 1.61600, -0.47355)

Cartesian forces, eV/Å:
-3.8 -2.4 -1.0
-1.6 1.6 -1.1
-1.2 -1.6 1.4
0.2 -1.4 1.0
3.0 -2.0 -0.1
0.0 0.2 -0.2
1.9 -0.1 -1.1
-0.7 3.2 0.9
3.1 -1.2 0.6
1.4 1.1 -0.7
-1.4 2.9 -2.0
1.1 -1.6 0.5
-4.5 0.9 -2.1
-0.6 -1.3 2.0
3.1 1.6 1.9

Properties
* HOMO: -8.51 eV
* multiplicity: 1
* LUMO: 0.72 eV

This record from the Open Molecules 2025 dataset describes 2 unconnected molecules or ions with the total composition C4H9NO at a distorted geometry. The level of theory is ωB97M-V/def2-TZVPD.

Geometry (Å):
C (1.84434, 0.20377, 0.68850)
C (0.99398, 0.12600, -0.61650)
C (-0.33315, 0.67003, -0.48792)
C (-1.23043, -0.18570, 0.20564)
N (-2.64641, 0.00417, 0.00012)
O (-0.86847, -1.09391, 0.93530)
H (2.27110, 1.16585, 0.64737)
H (2.46967, -0.67537, 0.95748)
H (1.18197, 0.33955, 1.54622)
H (1.47050, 0.38031, -1.56909)
H (0.81104, -0.99403, -0.68931)
H (0.90234, -1.91556, -0.93087)
H (-0.73880, 1.48150, -1.03383)
H (-2.94066, 0.88261, -0.43258)
H (-3.18702, -0.38922, 0.77947)

Cartesian forces, eV/Å:
-1.4 -1.6 0.3
-0.7 5.1 0.9
1.7 -1.3 -0.2
-2.5 0.6 1.1
1.5 0.0 0.3
0.3 -0.7 0.0
1.5 0.8 -0.3
0.0 0.8 -0.7
-0.3 -0.4 -0.2
0.4 0.3 0.5
-0.4 -4.8 -0.6
-0.1 1.0 0.4
-0.1 0.3 -1.3
0.0 -0.6 0.5
0.2 0.5 -0.8

Properties
* HOMO: -8.14 eV
* multiplicity: 1
* LUMO: -1.07 eV

This record from the Open Molecules 2025 dataset describes C4H9NO in the gas phase at a distorted geometry. The level of theory is ωB97M-V/def2-TZVPD.

Geometry (Å):
C (-2.20610, 0.61479, 0.25228)
C (-1.04498, -0.34503, 0.02325)
N (0.18854, 0.38220, -0.27854)
C (1.37311, -0.44993, -0.37202)
C (2.55157, 0.04529, 0.42285)
O (3.66779, 0.07055, -0.00556)
H (-2.60225, 1.07461, -0.64662)
H (-2.04270, 1.23159, 1.12846)
H (-3.04981, -0.04167, 0.52253)
H (-1.30157, -1.07331, -0.76903)
H (-0.77760, -0.90581, 0.92114)
H (0.03420, 0.96068, -1.08821)
H (1.06524, -1.47871, -0.15986)
H (1.77783, -0.50901, -1.39327)
H (2.36673, 0.42377, 1.44260)

Cartesian forces, eV/Å:
-0.8 -2.0 0.6
0.6 0.4 -0.2
-0.2 0.2 0.2
-0.3 -0.1 -1.4
-0.3 0.0 0.8
0.5 -0.1 -0.4
0.6 0.7 -0.1
0.1 0.6 -0.3
0.1 0.1 0.2
0.0 0.1 0.2
-0.6 -0.1 0.1
0.3 0.1 -0.2
0.5 0.0 0.5
-0.2 0.0 0.0
-0.3 0.0 0.1

Properties
* HOMO: -9.09 eV
* multiplicity: 1
* structure (SMILES): CCNCC=O
* LUMO: 1.02 eV

This record from the Open Molecules 2025 dataset describes a molecular structure, C4H9NO. The level of theory is ωB97M-V/def2-TZVPD.

Geometry (Å):
C (1.78041, -0.18698, -0.10025)
C (-0.48855, -0.38755, 0.33494)
C (-0.42492, 0.04797, 1.75879)
C (-1.09285, 0.54353, -0.61587)
O (-2.21367, 0.95923, -0.32300)
N (-0.50149, 0.84156, -1.82402)
H (1.66820, 0.89448, -0.14806)
H (2.28159, -0.56551, -0.99568)
H (2.30495, -0.49342, 0.80615)
H (0.77355, -0.81232, -0.09082)
H (-1.48461, 0.09745, 2.04093)
H (0.05745, -0.69395, 2.40197)
H (-0.00221, 1.04494, 1.95203)
H (0.20898, 0.22148, -2.18458)
H (-1.15653, 1.18710, -2.51310)

Cartesian forces, eV/Å:
0.1 0.2 0.0
0.0 0.1 0.1
0.1 0.0 0.0
-0.2 0.0 0.1
0.4 -0.1 -0.1
0.0 -0.1 -0.1
0.0 -0.2 0.0
-0.1 0.0 0.1
-0.1 0.0 -0.1
0.1 -0.1 -0.1
0.1 0.0 0.0
-0.1 0.1 -0.1
-0.1 -0.1 -0.1
-0.1 0.1 0.1
0.1 0.0 0.1

Properties
* HOMO: -8.41 eV
* multiplicity: 1
* LUMO: 0.21 eV

This record from the Open Molecules 2025 dataset describes 2 unconnected molecules or ions with the total composition C4H9NO at a distorted geometry. The level of theory is ωB97M-V/def2-TZVPD.

Geometry (Å):
C (-0.42355, 0.24494, -0.46506)
N (0.68608, -0.18117, -0.07415)
C (1.84798, 0.38677, 0.39883)
C (2.84189, -0.31585, 0.95829)
C (1.93940, 1.88597, 0.19438)
H (-1.16608, 0.60898, 0.26980)
H (-0.81547, 0.09752, -1.48436)
H (2.55802, -1.36271, 1.05453)
H (3.84065, 0.03863, 1.17365)
H (2.15160, 2.12554, -0.84445)
H (0.98073, 2.32634, 0.45575)
H (2.78662, 2.20877, 0.77456)
O (-5.98143, -2.59601, -1.11590)
H (-6.22997, -2.80607, -0.20161)
H (-5.01648, -2.66167, -1.09426)

Cartesian forces, eV/Å:
-1.0 -1.0 1.2
1.0 1.5 -2.1
0.3 0.0 1.0
-1.0 -0.9 -0.4
-0.1 -0.9 -0.4
0.1 0.7 -0.3
0.1 -0.4 0.2
0.8 0.0 0.2
-0.3 0.1 0.2
-0.1 0.0 -0.2
0.2 0.4 0.3
0.0 0.6 0.4
0.3 -0.1 0.6
-0.1 0.1 -0.4
-0.2 0.0 -0.2

Properties
* HOMO: -7.68 eV
* multiplicity: 1
* structure (SMILES): C=NC(=C)C.O
* LUMO: 0.17 eV

This record from the Open Molecules 2025 dataset describes 3 unconnected molecules or ions with the total composition C4H9NO. The level of theory is ωB97M-V/def2-TZVPD.

Geometry (Å):
C (-1.86792, -0.12504, 0.12864)
N (-0.63624, -0.27172, -0.38964)
C (0.42582, -1.17215, 0.08066)
C (1.45376, -0.13143, -0.46262)
O (2.44421, 0.32102, 0.41570)
C (0.23290, 0.74306, -0.65217)
H (-2.31980, -1.00920, 0.57047)
H (-1.18872, 1.08772, 1.10758)
H (-2.53598, 0.56041, -0.38563)
H (0.39739, -2.15829, -0.38912)
H (0.43530, -1.25625, 1.17473)
H (1.97519, -0.46233, -1.36643)
H (1.98926, 0.84508, 1.09083)
H (-0.41351, 1.45002, 0.83976)
H (0.03160, 1.57119, -1.32582)

Cartesian forces, eV/Å:
0.0 -0.2 -0.2
-0.1 0.2 0.2
0.1 -0.2 0.1
-0.1 -0.2 -0.3
-0.1 0.2 0.2
-0.1 0.0 -0.2
0.1 0.1 -0.1
0.1 0.1 0.0
0.1 -0.1 0.1
0.0 0.1 0.1
0.0 0.0 -0.2
-0.1 0.0 0.1
0.1 0.0 -0.1
-0.1 0.0 0.1
0.0 -0.1 0.1

Properties
* HOMO: -8.19 eV
* multiplicity: 1
* LUMO: 1.08 eV

This record from the Open Molecules 2025 dataset describes C4H9NO in the gas phase. The level of theory is ωB97M-V/def2-TZVPD.

Geometry (Å):
C (0.18049, -0.90932, 2.50742)
C (-0.19881, -0.18103, 1.25032)
N (0.62784, 0.12738, 0.33782)
C (0.16959, 1.16319, -0.57917)
O (0.48504, 0.97435, -1.92343)
C (-0.06113, -0.18154, -2.51901)
H (0.90853, -1.70929, 2.34380)
H (0.65466, -0.16071, 3.15692)
H (-0.70407, -1.29059, 3.02924)
H (-1.23792, 0.18942, 1.22054)
H (-0.92069, 1.35581, -0.45982)
H (0.71862, 2.06797, -0.29091)
H (-0.31732, 0.06249, -3.55695)
H (-0.97246, -0.50332, -1.99529)
H (0.66763, -1.00482, -2.52146)

Cartesian forces, eV/Å:
0.0 0.0 0.0
0.2 0.2 -0.1
-0.4 -0.1 0.3
-0.1 0.3 0.1
0.2 0.0 0.0
-0.1 -0.2 -0.1
-0.1 0.2 -0.1
-0.1 -0.2 0.0
0.2 0.0 -0.1
0.1 0.1 0.0
0.2 -0.2 0.0
-0.2 -0.1 -0.1
0.1 0.0 0.2
0.1 0.0 -0.1
-0.2 0.1 0.1

Properties
* HOMO: -9.52 eV
* multiplicity: 1
* structure (SMILES): C/C=N/COC
* LUMO: 1.10 eV

This record from the Open Molecules 2025 dataset describes C4H9NO in the gas phase at a distorted geometry. The level of theory is ωB97M-V/def2-TZVPD.

Geometry (Å):
C (-1.79673, -0.86010, -0.04417)
C (-0.39360, -1.13946, 0.46092)
N (0.56828, -0.03673, 0.19250)
C (1.80742, -0.15428, 0.92971)
C (0.46209, 0.97942, -0.71534)
O (-0.54580, 1.51588, -1.10474)
H (-1.99558, -0.98639, -1.10572)
H (-2.02423, 0.18973, 0.14982)
H (-2.54380, -1.42014, 0.51877)
H (0.02381, -1.99231, -0.06155)
H (-0.39235, -1.19629, 1.54791)
H (2.43479, 0.72089, 0.82849)
H (2.32948, -1.09212, 0.70708)
H (1.57698, -0.24178, 1.99819)
H (1.45558, 1.25197, -1.12504)

Cartesian forces, eV/Å:
-0.7 0.9 0.5
0.1 1.6 -0.7
0.1 0.0 0.0
-0.3 -0.8 0.5
0.2 -0.3 0.0
-0.2 0.0 -0.3
0.4 -0.3 0.0
0.0 -0.1 0.0
0.2 -0.3 -0.1
0.1 -0.6 0.5
-0.1 -0.7 0.0
0.2 0.0 -0.3
0.3 0.2 -0.3
-0.1 0.2 0.0
0.0 0.3 0.3

Properties
* HOMO: -9.18 eV
* multiplicity: 1
* structure (SMILES): CCN(C)C=O
* LUMO: 0.86 eV

This record from the Open Molecules 2025 dataset describes C4H9NO in the gas phase. The level of theory is ωB97M-V/def2-TZVPD.

Geometry (Å):
C (-1.55835, 0.73911, 0.31866)
C (-0.80520, -0.06856, -0.71604)
N (0.45697, 0.46179, -1.24425)
C (0.47669, -0.76791, -0.45476)
C (1.23582, -0.66948, 0.85927)
O (1.35191, 0.65782, 1.30366)
H (-1.78817, 0.12845, 1.19848)
H (-0.96464, 1.59220, 0.65059)
H (-2.50499, 1.10522, -0.09246)
H (-1.44565, -0.56519, -1.44654)
H (0.56863, 0.28165, -2.23682)
H (0.62853, -1.70784, -0.98636)
H (2.23036, -1.12747, 0.72540)
H (0.71324, -1.24688, 1.63222)
H (1.40483, 1.18708, 0.48895)

Cartesian forces, eV/Å:
0.0 0.0 0.0
-0.2 -0.1 0.0
0.1 0.1 -0.3
0.0 -0.2 0.1
-0.1 -0.3 0.0
0.1 0.2 -0.1
0.0 0.1 -0.1
-0.1 -0.1 0.0
0.2 0.0 0.0
0.1 0.1 0.1
0.0 0.0 0.1
0.0 0.1 0.1
-0.2 0.1 0.0
0.1 0.1 -0.1
0.0 0.0 0.2

Properties
* HOMO: -9.70 eV
* multiplicity: 1
* structure (SMILES): C[C@H]1N[C@H]1CO
* LUMO: 0.99 eV

This record from the Open Molecules 2025 dataset describes C4H9NO in the gas phase at a distorted geometry. The level of theory is ωB97M-V/def2-TZVPD.

Geometry (Å):
C (-1.18964, -0.71952, 1.75179)
O (-0.26041, -0.50625, 0.72233)
C (-0.57725, 0.61458, -0.07155)
C (0.43806, 0.72488, -1.18718)
C (1.82327, 0.27992, -0.95944)
N (0.84452, -0.56457, -1.69659)
H (-2.20468, -0.87562, 1.35461)
H (-1.21073, 0.13518, 2.44318)
H (-0.87688, -1.61442, 2.29478)
H (-0.63916, 1.51989, 0.54808)
H (-1.55588, 0.46017, -0.55785)
H (0.21159, 1.51158, -1.90624)
H (2.08756, 0.04278, 0.07333)
H (2.54778, 0.28709, -1.74798)
H (0.56185, -1.29569, -1.06127)

Cartesian forces, eV/Å:
-0.2 0.0 0.2
0.0 0.1 0.1
-0.1 0.2 -0.1
-0.2 0.0 -0.1
0.0 -0.9 -0.3
-0.3 -0.6 0.1
0.2 0.0 0.0
0.0 -0.1 0.0
-0.1 0.1 -0.1
0.1 0.0 -0.1
0.0 0.1 0.2
0.0 -0.3 0.0
0.1 -0.2 -0.5
1.1 1.6 0.5
-0.6 -0.1 0.0

Properties
* HOMO: -9.42 eV
* multiplicity: 1
* structure (SMILES): COC[C@H]1CN1
* LUMO: 1.01 eV

Question: Which formula does entry 12 have?
Answer: C4H9NO